1.
{"formula": "C43H40BrCeN7O2S4", "method": "ωB97M-V/def2-TZVPD", "lumo_energy_ev": [-11.83, -11.83], "e_homo_ha": [-0.6034, -0.6034], "homo_lumo_gap_ha": [0.1687, 0.1686], "charge": 4, "fmax_ev_per_a": 2.8, "de_lowest_kcal_mol": 0.0, "species": ["Ce", "C", "O", "C", "C", "C", "Br", "C", "C", "C", "O", "C", "N", "C", "C", "C", "C", "C", "C", "N", "H", "H", "H", "H", "H", "H", "H", "H", "H", "H", "H", "S", "C", "N", "C", "C", "N", "C", "C", "C", "C", "C", "C", "C", "C", "S", "C", "C", "C", "C", "C", "C", "C", "H", "H", "H", "H", "H", "H", "H", "H", "H", "H", "H", "H", "H", "H", "H", "H", "H", "H", "N", "C", "S", "C", "C", "C", "N", "C", "C", "H", "H", "H", "H", "H", "H", "S", "C", "N", "C", "C", "C", "C", "H", "H", "H", "H", "H"], "xyz": [[0.835, -0.584, 0.271], [-0.393, -3.956, -0.623], [0.722, -3.154, -0.188], [1.903, -3.822, 0.058], [2.119, -5.140, -0.280], [3.288, -5.744, 0.075], [3.518, -7.563, -0.142], [4.306, -4.996, 0.715], [4.089, -3.614, 0.951], [2.886, -3.053, 0.674], [2.530, -1.758, 0.862], [5.217, -2.871, 1.508], [5.122, -1.969, 2.489], [6.419, -1.467, 2.717], [6.823, -0.450, 3.578], [8.158, -0.115, 3.517], [9.050, -0.784, 2.639], [8.639, -1.801, 1.829], [7.281, -2.133, 1.877], [6.491, -3.026, 1.181], [-0.168, -4.423, -1.612], [-1.199, -3.230, -0.670], [-0.583, -4.737, 0.121], [1.303, -5.711, -0.686], [5.233, -5.503, 0.937], [4.313, -1.436, 2.737], [6.149, 0.080, 4.250], [8.496, 0.706, 4.119], [10.106, -0.559, 2.681], [9.316, -2.355, 1.202], [6.857, -3.739, 0.525], [-0.576, -0.845, -2.020], [-1.802, 0.374, -2.106], [-2.670, 0.444, -3.048], [-3.660, 1.532, -3.066], [-4.176, 1.710, -1.664], [-2.978, 2.034, -0.851], [-3.194, 3.050, 0.201], [-3.936, 4.304, -0.311], [-5.025, 4.745, 0.464], [-5.808, 5.763, -0.020], [-5.523, 6.379, -1.225], [-4.330, 6.055, -1.918], [-3.553, 4.968, -1.451], [-1.872, 1.447, -1.088], [-0.484, 1.769, -0.230], [-2.769, -0.550, -4.202], [-4.167, -0.977, -4.460], [-4.875, -1.669, -3.491], [-6.103, -2.232, -3.750], [-6.675, -2.043, -5.016], [-6.044, -1.265, -5.948], [-4.784, -0.738, -5.704], [-4.390, 1.248, -3.829], [-3.173, 2.424, -3.457], [-4.702, 0.867, -1.240], [-4.839, 2.576, -1.686], [-2.251, 3.333, 0.644], [-3.796, 2.583, 0.949], [-5.254, 4.284, 1.442], [-6.686, 6.100, 0.475], [-6.124, 7.205, -1.577], [-4.112, 6.621, -2.846], [-2.635, 4.640, -1.928], [-1.973, -1.343, -4.067], [-2.391, 0.022, -5.041], [-4.480, -1.888, -2.481], [-6.682, -2.805, -3.043], [-7.633, -2.461, -5.170], [-6.490, -1.145, -6.954], [-4.239, -0.225, -6.470], [-0.648, -2.763, 7.123], [0.348, -2.091, 6.564], [1.814, -1.900, 7.279], [0.074, -1.657, 5.193], [-0.688, -2.389, 4.284], [-0.812, -1.888, 2.941], [-0.189, -0.822, 2.467], [0.521, -0.091, 3.370], [0.679, -0.456, 4.713], [-0.516, -3.018, 8.113], [-1.612, -2.644, 6.805], [-1.173, -3.371, 4.513], [-1.437, -2.514, 2.299], [0.946, 0.816, 2.983], [1.299, 0.110, 5.380], [2.969, 0.994, -0.380], [2.557, 2.649, -0.855], [2.768, 3.664, 0.035], [2.674, 4.974, -0.244], [2.336, 5.318, -1.540], [1.995, 4.362, -2.439], [2.048, 3.027, -2.062], [3.198, 3.325, 0.862], [2.941, 5.715, 0.523], [2.418, 6.359, -1.840], [1.694, 4.638, -3.440], [1.823, 2.267, -2.773]], "forces_ev_per_a": [[1.5, -0.9, 0.3], [0.1, -0.4, -0.4], [0.1, 0.7, 0.0], [0.4, -0.5, 0.0], [-1.5, 0.5, 0.2], [2.0, 0.5, 1.2], [0.1, -0.5, -0.2], [-1.4, 0.2, -1.1], [2.1, -1.8, 0.3], [-1.8, 0.7, -0.8], [-0.5, 0.9, 0.1], [-0.9, 0.0, 0.4], [1.6, 0.4, -0.6], [-0.9, 0.6, 0.7], [0.3, 0.2, -0.1], [-0.1, -0.2, -0.5], [0.1, 0.2, 0.9], [-0.5, -0.7, -0.3], [0.4, 0.4, 0.4], [0.5, -1.1, -1.1], [-0.4, 0.5, 0.7], [-0.3, -0.4, -0.2], [-0.1, 0.2, -0.1], [0.1, -0.3, -0.3], [0.1, 0.2, 0.3], [-0.6, -0.3, 0.1], [0.1, -0.2, -0.2], [0.3, 0.1, 0.2], [0.0, 0.2, -0.1], [0.2, 0.0, -0.1], [-0.5, 0.7, 0.5], [-0.5, 0.1, -0.2], [0.2, -0.4, -0.5], [-0.2, -1.1, -1.0], [-0.2, -0.5, -0.5], [0.2, 0.9, -0.9], [-1.9, 0.9, 0.0], [0.0, 1.4, -0.5], [-0.3, -0.9, 1.5], [0.4, -0.8, 0.2], [-0.2, 0.3, -0.5], [1.9, 0.1, -0.6], [-0.8, -0.3, 0.0], [-0.3, 1.0, -0.7], [0.4, -0.6, 0.4], [1.4, 0.5, 0.9], [1.6, 0.2, 0.1], [-0.5, -0.1, -0.5], [0.1, -0.9, 1.4], [-0.7, 0.3, -1.1], [0.4, 0.2, 1.4], [0.0, 0.1, -1.7], [0.4, -0.5, 1.0], [-0.3, 0.0, 0.5], [0.1, 0.2, 0.2], [-0.1, -0.4, 0.0], [0.1, 0.0, 0.4], [0.3, -0.2, 0.0], [-0.4, -0.4, 0.6], [0.1, 0.2, -0.7], [-0.5, 0.1, 0.7], [-0.1, -0.1, -0.1], [0.2, -0.6, 0.8], [-0.1, 0.2, -0.4], [-1.3, 0.7, 0.2], [0.0, 0.2, -0.4], [0.2, 0.3, -0.6], [0.3, 0.0, 0.3], [-0.8, -0.4, -0.5], [0.3, 0.1, 0.8], [0.1, 0.3, -0.4], [-1.1, -0.3, 1.2], [0.6, -0.4, 0.6], [0.0, 0.2, -0.4], [0.5, 1.1, -1.5], [-0.4, 0.3, -1.3], [-0.3, -2.1, 1.7], [0.0, 0.3, 0.6], [0.0, -0.7, 1.3], [-0.7, -0.6, -1.4], [-0.2, 0.0, -0.8], [0.5, -0.2, 0.2], [0.5, 1.2, -0.1], [0.3, 0.4, -0.3], [0.4, 0.5, 0.0], [0.1, 0.3, 0.2], [-0.4, 0.5, 0.3], [-0.4, 0.3, 0.6], [0.3, -0.7, -0.6], [0.3, 0.1, -0.3], [0.5, 1.8, 1.0], [-0.4, -1.0, -0.4], [0.2, -0.1, -1.0], [0.3, 0.2, 1.3], [-0.1, -0.6, -0.3], [-0.3, -0.1, 0.2], [0.0, -0.1, -0.1], [-0.2, -0.5, -0.4]]}

2.
{"formula": "C2HF3O", "method": "ωB97M-V/def2-TZVPD", "lumo_energy_ev": [0.17, -0.61], "e_homo_ha": [-0.3682, -0.3075], "homo_lumo_gap_ha": [0.3744, 0.2850], "charge": 0, "fmax_ev_per_a": 2.0, "de_lowest_kcal_mol": 83.7, "species": ["C", "C", "O", "F", "F", "F", "H"], "xyz": [[0.064, 0.659, -0.086], [-2.979, 0.027, 0.014], [0.284, 1.800, -0.079], [-3.188, -0.359, -1.252], [-3.353, -0.944, 0.856], [-3.664, 1.147, 0.276], [0.628, -0.269, -0.053]], "forces_ev_per_a": [[-2.0, 0.2, 0.1], [-0.3, 0.0, -0.2], [0.7, 0.0, 0.0], [0.1, 0.2, 0.7], [0.3, 0.5, -0.4], [0.5, -0.7, -0.2], [0.9, -0.2, 0.0]]}